A | C3H4N2O2 in the gas phase, computed with ωB97M-V with the def2-TZVPD basis set.

```
11
Properties=species:S:1:pos:R:3:mulliken_charge:R:1
C -1.510 -0.816 -0.219 -0.279
N -0.368 -0.224 -0.225 0.551
N 0.753 -0.797 -0.708 -0.848
C 1.817 -0.340 -0.004 0.173
O 1.758 0.382 0.992 -0.581
C -0.365 1.216 0.262 0.048
O 0.028 2.100 -0.420 -0.397
H -2.390 -0.263 0.080 0.231
H -1.556 -1.849 -0.538 0.321
H -0.938 1.298 1.196 0.399
H 2.771 -0.708 -0.416 0.382
```

Results
E_HOMO (alpha / beta) (Ha): -0.3425 / -0.3424
Frontier orbital gap (alpha / beta) (eV): 8.74 / 8.74

***

B | C3H4N2O2 in the gas phase, computed with ωB97M-V with the def2-TZVPD basis set.

```
11
Properties=species:S:1:pos:R:3:mulliken_charge:R:1
O 1.869 -1.190 0.924 -0.502
C 0.840 -0.559 0.322 0.287
N -0.390 -0.991 0.209 -0.640
C -1.058 0.057 -0.367 0.606
O -2.382 -0.026 -0.617 -0.520
C -0.236 1.117 -0.613 -0.549
N 1.009 0.685 -0.158 0.025
H 1.523 -1.483 1.776 0.338
H -2.644 -0.914 -0.339 0.368
H -0.404 2.102 -1.011 0.401
H 1.872 1.201 -0.127 0.185
```

Results
SMILES: Oc1c[nH]c(O)n1
E_HOMO (Ha): -0.2967
Frontier orbital gap (eV): 8.76

***

C | C3H4N2O2 in the gas phase, computed with ωB97M-V with the def2-TZVPD basis set.

```
11
Properties=species:S:1:pos:R:3:mulliken_charge:R:1
C -0.448 0.226 0.006 0.703
C 1.983 0.278 -0.014 0.028
C -1.611 -0.720 -0.032 -0.001
H -1.616 1.671 -0.027 0.261
H 0.797 -1.387 -0.089 0.228
H 2.000 1.371 0.024 0.392
H -1.386 -1.817 -0.088 0.266
N -0.650 1.481 0.030 -0.693
N 0.742 -0.338 -0.145 -0.209
O 2.957 -0.427 0.177 -0.518
O -2.767 -0.338 0.159 -0.457
```

Results
SMILES: [H]/N=C(\C=O)NC=O
E_HOMO (Ha): -0.3785
Frontier orbital gap (eV): 9.43

***

Relative calculated energies, zero for the most stable structure, unit eV: A 2.581; B 0.000; C 0.789.

***

A | C3H4N2O2 in the gas phase, computed with ωB97M-V with the def2-TZVPD basis set.

```
11
Properties=species:S:1:pos:R:3:mulliken_charge:R:1
C 0.430 1.223 -0.986 -0.767
N -0.051 0.195 -0.092 0.532
N -0.178 0.426 1.256 -0.754
C -0.421 -0.735 1.737 -0.005
O -0.460 -1.731 0.823 -0.328
C -0.213 -1.125 -0.405 0.596
O -0.178 -1.691 -1.465 -0.583
H -0.330 1.992 -1.158 0.267
H 1.324 1.684 -0.552 0.274
H 0.676 0.734 -1.931 0.343
H -0.597 -0.974 2.773 0.424
```

Results
SMILES: Cn1ncoc1=O
E_HOMO (Ha): -0.3472
Frontier orbital gap (eV): 10.34

***

B | C3H4N2O2 in the gas phase, computed with ωB97M-V with the def2-TZVPD basis set.

```
11
Properties=species:S:1:pos:R:3:mulliken_charge:R:1
C -1.065 0.847 1.884 -0.626
C 0.148 -0.255 0.324 0.445
C 1.301 -0.378 -0.408 -0.063
H -1.136 1.005 3.003 0.287
H -2.066 0.231 1.866 0.262
H -1.094 1.799 1.262 0.292
H 2.272 -1.050 -0.269 0.261
N -0.406 0.011 -1.771 -0.202
N -0.883 -0.053 -0.572 -0.238
O 0.240 -0.095 1.636 -0.380
O 0.853 -0.277 -1.668 -0.038
```

Results
SMILES: COc1conn1
E_HOMO (Ha): -0.3468
Frontier orbital gap (eV): 10.25

***

Relative calculated energies, zero for the most stable structure, unit eV: A 0.000; B 4.255.

***

A | A gas-phase ion, C3H4NS (charge +1), computed with ωB97M-V with the def2-TZVPD basis set.

```
9
Properties=species:S:1:pos:R:3:mulliken_charge:R:1
C 0.245 -1.094 0.038 0.253
C 1.468 -0.552 0.019 0.044
C -0.658 1.076 0.042 -0.136
N -0.813 -0.201 -0.071 -0.045
S 2.665 0.368 -0.011 -0.184
H 0.163 -2.208 0.066 0.350
H -1.555 1.497 0.112 0.277
H 0.197 1.741 0.012 0.153
H -1.711 -0.627 -0.207 0.289
```

Results
SMILES: C=[NH+]C=C=S
E_HOMO (Ha): -0.5015
Net charge: +1
Frontier orbital gap (eV): 7.96

***

B | A gas-phase ion, C3H4NS (charge +1), computed with ωB97M-V with the def2-TZVPD basis set.

```
9
Properties=species:S:1:pos:R:3:mulliken_charge:R:1
C 0.965 -0.371 -0.086 0.689
C -1.191 -1.052 0.090 -0.136
C 0.601 1.052 -0.173 -0.673
N 0.058 -1.222 0.246 -0.307
S 2.430 0.291 0.230 0.097
H -1.567 -0.526 -0.702 0.331
H -1.984 -1.363 0.653 0.321
H 0.550 1.749 -1.016 0.338
H 0.139 1.443 0.757 0.339
```

Results
E_HOMO (alpha / beta) (Ha): -0.5692 / -0.5692
Net charge: +1
Frontier orbital gap (alpha / beta) (eV): 8.48 / 8.48

***

C | A gas-phase ion, C3H4NS (charge +1), computed with ωB97M-V with the def2-TZVPD basis set.

```
9
Properties=species:S:1:pos:R:3:mulliken_charge:R:1
C -0.471 0.909 0.003 0.067
C 1.457 0.094 -0.326 0.056
C -0.795 -0.704 0.304 -0.459
N 0.680 1.163 -0.404 -0.332
S 0.823 -1.372 0.271 0.132
H -1.364 1.488 0.212 0.385
H 2.479 0.091 -0.766 0.369
H -1.350 -0.897 1.254 0.418
H -1.459 -0.773 -0.548 0.364
```

Results
E_HOMO (Ha): -0.5907
Net charge: +1
Frontier orbital gap (eV): 9.10

***

D | 2 unconnected molecules or ions with the total composition C3H4NS, computed with ωB97M-V with the def2-TZVPD basis set.

```
9
Properties=species:S:1:pos:R:3:mulliken_charge:R:1
C 0.944 -0.291 -0.007 -0.032
C -1.040 -1.187 -0.030 0.232
C 0.133 0.974 0.106 -0.427
N 0.256 -1.341 0.029 -0.281
S -1.609 0.382 -0.035 0.106
H 2.075 -0.189 -0.017 0.363
H -1.558 -3.338 0.565 0.258
H 0.355 1.284 1.277 0.362
H 0.527 1.744 -0.588 0.418
```

Results
E_HOMO (alpha / beta) (Ha): -0.5609 / -0.5706
Net charge: +1
Frontier orbital gap (alpha / beta) (eV): 8.16 / 8.72

***

Relative calculated energies, zero for the most stable structure, unit eV: A 0.562; B 1.993; C 0.000; D 4.519.

***

A | C4H10S in the gas phase, computed with ωB97M-V with the def2-TZVPD basis set.

```
15
Properties=species:S:1:pos:R:3:mulliken_charge:R:1
C 0.587 -2.026 -0.850 -1.154
C -0.687 -1.506 -0.142 -0.351
C -1.115 -0.078 -0.514 -0.725
C -0.767 0.932 0.582 -0.677
S 0.971 1.376 0.455 -0.237
H 0.697 -1.516 -1.822 0.301
H 1.547 -1.820 -0.386 0.296
H 0.538 -3.068 -1.166 0.337
H -0.444 -1.572 0.922 0.246
H -1.456 -2.259 -0.316 0.383
H -2.196 -0.094 -0.609 0.309
H -0.531 0.214 -1.388 0.395
H -0.957 0.516 1.584 0.368
H -1.499 1.744 0.647 0.401
H 0.998 2.412 1.282 0.109
```

Results
SMILES: CCCCS
E_HOMO (Ha): -0.3300
Frontier orbital gap (eV): 9.89

***

B | C4H10S in the gas phase, computed with ωB97M-V with the def2-TZVPD basis set.

```
15
Properties=species:S:1:pos:R:3:mulliken_charge:R:1
C 0.644 1.481 2.174 -1.287
C -0.086 0.633 1.129 -0.392
C 0.884 -0.287 0.400 -0.588
C 0.282 -1.232 -0.647 -0.623
S -0.917 -0.324 -1.646 -0.265
H 1.246 2.248 1.686 0.320
H 1.329 0.879 2.786 0.317
H -0.025 1.985 2.861 0.352
H -0.993 0.124 1.452 0.421
H -0.448 1.366 0.410 0.292
H 1.621 0.335 -0.122 0.291
H 1.414 -0.903 1.136 0.322
H 1.066 -1.587 -1.312 0.379
H -0.143 -2.124 -0.191 0.344
H -1.279 -1.296 -2.492 0.117
```

Results
SMILES: CCCCS
E_HOMO (Ha): -0.3290
Frontier orbital gap (eV): 9.91

***

Relative calculated energies, zero for the most stable structure, unit eV: A 0.416; B 0.000.